No. 1
96
Properties=species:S:1:pos:R:3:mulliken_charge:R:1 method="wB97M-V/def2-TZVPD" orbital_gap_ev=8.494 homo_energy_ev=-8.2 de_lowest_kj_mol=0.00 charge=0 e_tot_ev=-75344.1443
Pd -0.051 -0.231 -1.044 0.42
O 1.942 -0.405 -1.202 -0.37
C 2.836 0.472 -0.621 3.09
C 2.133 1.733 -0.059 -1.45
C 1.248 2.409 -1.049 0.24
C 1.578 3.614 -1.648 -0.52
C 0.692 4.183 -2.545 -1.05
C -0.512 3.552 -2.796 -0.71
C -0.798 2.346 -2.171 0.40
C -2.107 1.657 -2.428 -2.16
C -2.747 0.926 -1.236 2.50
O -2.048 -0.231 -0.929 -0.05
C -2.907 1.826 0.006 0.58
C -2.825 3.212 -0.011 0.06
C -3.077 3.954 1.140 -1.02
C -3.435 3.319 2.316 -0.58
C -3.521 1.930 2.340 -0.83
C -3.241 1.195 1.204 -0.16
C -4.190 0.530 -1.622 -0.49
C -4.683 -0.708 -1.219 -0.29
C -5.991 -1.082 -1.494 -1.37
C -6.835 -0.223 -2.183 -0.51
C -6.364 1.024 -2.563 -1.21
C -5.060 1.400 -2.273 -0.22
N 0.091 1.792 -1.337 0.81
C 3.577 -0.190 0.570 0.35
C 3.362 -1.533 0.857 -0.35
C 3.994 -2.152 1.926 -0.56
C 4.861 -1.435 2.736 -0.66
C 5.080 -0.092 2.467 -1.03
C 4.443 0.522 1.397 -0.18
C 3.884 0.885 -1.678 -0.11
C 4.745 1.969 -1.520 -0.16
C 5.675 2.294 -2.497 -1.02
C 5.767 1.539 -3.655 -0.59
C 4.917 0.456 -3.824 -0.90
C 3.983 0.138 -2.848 -0.25
H 2.865 2.440 0.322 1.07
H 1.519 1.405 0.782 -0.59
H 2.523 4.083 -1.416 0.52
H 0.934 5.117 -3.036 0.42
H -1.235 3.987 -3.472 0.53
H -1.979 0.907 -3.215 0.55
H -2.782 2.417 -2.822 0.32
H -2.582 3.741 -0.924 0.33
H -3.004 5.035 1.108 0.44
H -3.646 3.897 3.206 0.40
H -3.798 1.420 3.255 0.47
H -3.267 0.113 1.231 0.19
H -4.040 -1.356 -0.642 1.07
H -6.358 -2.042 -1.152 0.45
H -7.853 -0.515 -2.403 0.41
H -7.018 1.716 -3.078 0.41
H -4.737 2.397 -2.544 0.28
H 2.657 -2.081 0.254 0.17
H 3.797 -3.197 2.132 0.44
H 5.356 -1.915 3.570 0.44
H 5.751 0.482 3.094 0.40
H 4.639 1.571 1.215 0.14
H 4.712 2.579 -0.627 0.23
H 6.331 3.144 -2.350 0.41
H 6.491 1.793 -4.418 0.39
H 4.976 -0.143 -4.724 0.44
H 3.302 -0.689 -2.986 0.26
N -3.908 -4.096 -1.955 -0.21
C -2.814 -4.894 -1.902 0.35
O -2.886 -6.108 -1.934 -0.66
C -1.482 -4.205 -1.811 0.51
C -0.347 -4.942 -2.102 -0.48
C 0.883 -4.322 -2.055 -1.29
C 0.951 -2.984 -1.707 -0.61
N -0.142 -2.275 -1.406 0.44
C -1.336 -2.876 -1.446 0.17
H -4.800 -4.548 -2.063 0.22
H -3.858 -3.099 -2.066 0.21
H -0.456 -5.984 -2.371 0.51
H 1.791 -4.860 -2.290 0.50
H 1.877 -2.425 -1.681 0.78
H -2.158 -2.226 -1.176 -0.53
C -0.202 1.096 3.092 -1.03
S 0.497 -0.441 2.457 1.19
O -0.625 -1.191 1.839 -0.76
C 0.804 -1.180 4.066 -0.03
C -0.045 -2.176 4.510 -0.41
C 0.202 -2.775 5.739 -0.60
C 1.294 -2.379 6.498 -0.43
C 2.150 -1.389 6.031 -0.72
C 1.912 -0.789 4.805 -0.39
H -1.061 0.858 3.716 0.41
H -0.519 1.682 2.227 0.12
H 0.561 1.629 3.659 0.52
H -0.878 -2.469 3.883 0.44
H -0.456 -3.554 6.100 0.40
H 1.486 -2.852 7.453 0.39
H 3.010 -1.093 6.617 0.40
H 2.592 -0.041 4.415 0.35



No. 2
26
Properties=species:S:1:pos:R:3:nbo_charge:R:1 method="wB97M-V/def2-TZVPD" orbital_gap_ev=8.413 smiles="O=C(NCCO)c1nsnc1NCCCl" homo_energy_ev=-8.7 charge=0 e_tot_ev=-40850.2262
O 0.693 -1.601 -0.240 -0.63
Cl 3.286 1.556 1.131 -0.07
N -2.694 -0.551 -0.366 -0.51
N -1.803 1.822 -0.085 -0.64
O -1.323 -4.406 -2.530 -0.72
S -3.316 1.041 -0.348 0.73
C -0.532 -1.692 -0.104 0.63
C -1.420 -0.500 -0.126 0.01
C -0.917 0.862 0.086 0.36
N 0.373 1.210 0.410 -0.62
N -0.864 -3.017 -0.008 -0.60
C 1.916 2.657 1.575 -0.36
C -2.405 -3.776 -1.881 -0.08
C 0.816 2.576 0.520 -0.23
C -2.117 -3.679 -0.367 -0.25
H -0.580 -3.796 -2.547 0.47
H 1.053 0.438 0.316 0.45
H -0.039 -3.630 -0.091 0.41
H 1.497 2.315 2.541 0.22
H 2.170 3.715 1.708 0.22
H -2.551 -2.759 -2.270 0.17
H -3.351 -4.321 -1.974 0.19
H 1.138 2.991 -0.466 0.20
H 0.027 3.233 0.874 0.23
H -2.947 -3.118 0.165 0.22
H -2.145 -4.712 -0.039 0.21